# 1
A 9-piece molecular cluster, C11H40O9 overall in a non-equilibrium geometry. Source: the Open Molecules 2025 dataset; level of theory: the ωB97M-V functional and the def2-TZVPD basis.

Geometry (Å):
C: -1.663 -2.388 2.759
C: -1.883 -1.345 3.844
O: -2.014 -0.077 3.219
H: -0.711 -2.171 2.271
H: -2.460 -2.310 2.018
H: -1.569 -3.402 3.141
H: -1.085 -1.446 4.593
H: -2.747 -1.576 4.484
H: -2.162 0.606 3.884
C: 4.044 -0.430 -2.519
C: 4.236 0.512 -3.691
O: 3.173 0.353 -4.647
H: 4.856 -0.223 -1.816
H: 4.066 -1.495 -2.751
H: 3.083 -0.229 -2.044
H: 5.205 0.345 -4.175
H: 4.294 1.544 -3.341
H: 3.464 -0.328 -5.258
C: -4.821 0.967 1.349
O: -3.532 0.572 0.918
H: -4.770 1.828 2.026
H: -5.475 1.197 0.513
H: -5.308 0.172 1.929
H: -3.063 0.229 1.696
C: 0.090 -0.010 0.199
O: 0.466 0.278 1.533
H: -0.404 -0.978 0.090
H: -0.526 0.792 -0.215
H: 0.957 -0.078 -0.464
H: -0.227 -0.037 2.128
C: 1.636 -3.430 0.558
O: 1.630 -4.550 1.408
H: 1.157 -2.557 0.996
H: 2.645 -3.153 0.236
H: 1.093 -3.582 -0.387
H: 2.173 -5.235 1.012
C: -1.717 3.230 1.693
O: -1.358 4.596 1.746
H: -2.583 2.999 2.312
H: -1.946 2.882 0.679
H: -0.880 2.601 2.023
H: -0.436 4.659 1.485
C: -2.869 -1.535 -1.860
O: -2.936 -0.137 -1.685
H: -3.751 -2.012 -1.414
H: -2.851 -1.810 -2.910
H: -2.006 -1.936 -1.318
H: -3.187 0.078 -0.765
C: 0.236 1.191 -3.678
O: 1.207 2.214 -3.862
H: 0.501 0.330 -4.292
H: 0.223 0.868 -2.633
H: -0.755 1.575 -3.910
H: 1.997 1.795 -4.233
C: 3.433 1.936 1.031
O: 3.151 0.851 1.909
H: 4.501 2.099 0.916
H: 3.004 1.659 0.060
H: 2.973 2.864 1.386
H: 2.204 0.638 1.823

For the total energy, the calculation gives -30479.7224 eV. Its HOMO energy is -9.531 eV. The value obtained for the LUMO energy is 0.2 eV. Its structure (SMILES) is CCO.CCO.CO.CO.CO.CO.CO.CO.CO. The value obtained for the energy relative to the best compared isomer or geometry (same formula, charge and spin) is 3.166 eV. The calculation puts the frontier orbital gap at 9.77 eV.

Atomic partial charges in e from the Mulliken method, atoms 1 to 6: -0.623 -0.382 -0.396 -0.130 0.233 0.431



# 2
C11H41CaN10O10 as an isolated structure in a non-equilibrium geometry. Source: the Open Molecules 2025 dataset; level of theory: the ωB97M-V functional and the def2-TZVPD basis.

Geometry (Å):
Ca: 0.145 3.595 -3.893
C: -1.353 -0.770 0.441
C: -0.458 0.490 0.724
O: 0.307 0.955 -0.382
H: -2.195 -0.622 -0.235
H: -1.632 -1.177 1.413
H: -0.689 -1.558 0.085
H: 0.201 0.237 1.555
H: -1.025 1.343 1.096
C: -5.534 -3.490 -4.718
O: -6.649 -4.272 -4.596
H: -4.825 -4.050 -5.327
H: -5.717 -2.552 -5.242
H: -5.143 -3.221 -3.737
H: -6.459 -5.019 -4.023
C: 3.541 -5.150 -0.791
O: 4.819 -5.628 -0.407
H: 2.847 -5.973 -0.964
H: 3.166 -4.503 0.003
H: 3.697 -4.555 -1.691
H: 4.849 -6.567 -0.209
C: -0.496 2.468 7.254
O: -1.387 3.579 7.429
H: -0.436 1.907 8.187
H: -0.947 1.884 6.451
H: 0.481 2.720 6.842
H: -1.034 4.261 8.004
C: -4.716 3.112 -2.191
O: -3.615 3.884 -2.208
H: -4.667 2.384 -3.001
H: -4.723 2.514 -1.279
H: -5.588 3.765 -2.167
H: -3.735 4.634 -1.620
C: 4.195 4.323 3.739
O: 4.825 5.115 4.468
N: 3.587 4.738 2.678
N: 4.017 3.044 3.892
H: 3.470 5.738 2.593
H: 2.893 4.110 2.300
H: 4.386 2.692 4.764
H: 3.682 2.528 3.092
C: 1.797 -0.981 -5.564
O: 1.938 0.249 -5.504
N: 2.303 -1.810 -6.383
N: 0.916 -1.574 -4.785
H: 3.189 -1.568 -6.803
H: 1.874 -2.723 -6.327
H: 0.751 -2.571 -4.769
H: 0.607 -1.022 -3.998
C: -3.237 -7.425 -0.622
O: -4.000 -7.590 -1.530
N: -2.222 -8.205 -0.498
N: -3.197 -6.463 0.239
H: -1.702 -7.953 0.330
H: -1.901 -8.788 -1.258
H: -3.836 -5.690 0.121
H: -2.498 -6.561 0.962
C: 6.379 0.691 -0.910
O: 7.441 0.193 -1.297
N: 6.200 1.943 -0.660
N: 5.317 -0.060 -0.655
H: 6.892 2.674 -0.743
H: 5.319 2.345 -0.372
H: 5.472 -1.057 -0.599
H: 4.406 0.334 -0.841
C: -2.757 6.137 2.638
O: -3.081 6.591 1.560
N: -1.557 6.378 3.153
N: -3.387 5.182 3.268
H: -1.205 5.655 3.763
H: -0.968 7.070 2.711
H: -3.055 4.802 4.142
H: -4.281 4.887 2.901

For the total energy, the calculation gives -65874.4854 eV. The charge is +1. Its HOMO energy is -10.094 eV. The value obtained for the LUMO energy is -6.8 eV. The value obtained for the energy relative to the best compared isomer or geometry (same formula, charge and spin) is 12.787 eV. The calculation puts the frontier orbital gap at 3.33 eV.

Atomic partial charges in e from the Mulliken method, atoms 1 to 6: 1.402 -0.879 -0.239 -0.643 0.236 0.338



# 3
C11H41F3FeN13O13S as an isolated structure in a non-equilibrium geometry. Source: the Open Molecules 2025 dataset; level of theory: the ωB97M-V functional and the def2-TZVPD basis.

Geometry (Å):
Fe: -0.178 -1.077 -3.492
C: 0.277 0.686 0.384
F: 1.530 0.809 -0.063
F: 0.342 0.686 1.721
F: -0.343 1.843 0.083
S: -0.759 -0.863 -0.127
O: -2.160 -0.743 0.358
O: -0.622 -0.940 -1.597
O: -0.058 -1.973 0.441
C: 4.870 0.569 0.331
C: 5.059 1.076 -1.109
C: 4.584 2.600 -1.331
O: 3.236 2.502 -1.583
C: 2.356 3.628 -1.397
N: 6.493 0.915 -1.418
H: 5.658 1.001 0.947
H: 5.150 -0.483 0.373
H: 3.843 0.767 0.641
H: 4.525 0.366 -1.740
H: 5.073 3.100 -2.167
H: 4.618 3.121 -0.374
H: 1.360 3.359 -1.047
H: 2.360 4.281 -2.270
H: 2.811 4.169 -0.567
H: 6.872 1.667 -0.860
H: 6.800 1.246 -2.322
O: -0.089 -3.110 -2.858
H: -0.933 -3.562 -2.827
H: 0.525 -3.722 -2.453
O: 1.029 0.615 -3.002
H: 1.699 0.503 -2.327
H: 1.131 1.522 -3.292
O: -2.393 -1.315 -3.285
H: -3.016 -0.944 -3.911
H: -2.938 -1.642 -2.570
C: -3.438 2.460 -0.856
O: -3.125 3.641 -0.789
N: -4.060 1.850 0.071
N: -3.300 1.783 -1.921
H: -4.009 0.842 0.054
H: -4.201 2.360 0.931
H: -2.815 2.138 -2.732
H: -3.684 0.852 -1.833
C: 2.977 -1.993 -0.973
O: 2.136 -1.635 -1.779
N: 4.188 -2.421 -1.357
N: 2.765 -2.082 0.278
H: 4.979 -2.638 -0.768
H: 4.178 -2.500 -2.364
H: 1.803 -1.968 0.562
H: 3.489 -2.299 0.949
C: 1.055 -5.489 -0.176
O: 1.020 -5.166 -1.335
N: 1.518 -6.584 0.362
N: 0.620 -4.743 0.782
H: 2.018 -7.207 -0.257
H: 1.696 -6.468 1.350
H: 0.520 -5.069 1.733
H: 0.346 -3.793 0.576
C: -4.612 0.478 3.951
O: -5.121 -0.648 3.924
N: -4.908 1.449 4.706
N: -3.669 0.835 3.099
H: -4.490 2.341 4.482
H: -5.611 1.234 5.399
H: -3.293 0.330 2.309
H: -3.820 1.824 2.964
C: -5.276 -1.421 -1.080
O: -4.781 -0.722 -1.989
N: -6.343 -2.027 -0.974
N: -4.613 -1.684 0.063
H: -6.848 -2.136 -1.842
H: -6.699 -2.476 -0.142
H: -3.637 -1.504 0.248
H: -5.147 -2.119 0.801
C: 0.457 4.025 3.057
O: 0.522 4.164 1.816
N: 0.591 2.908 3.642
N: 0.279 4.989 3.833
H: 0.672 2.924 4.649
H: 0.842 2.146 3.029
H: 0.062 5.917 3.499
H: 0.055 4.652 4.759

For the total energy, the calculation gives -111421.2156 eV. The charge is +2. Its HOMO energy (alpha / beta) is -13.098 / -13.098 eV. Its spin multiplicity is 6. The value obtained for the LUMO energy (alpha / beta) is -6.3 / -10.2 eV. The calculation puts the frontier orbital gap (alpha / beta) at 6.82 / 2.93 eV.

Atomic partial charges in e from the Mulliken method, atoms 1 to 6: 0.830 0.611 0.132 -0.329 -0.221 -0.037



# 4
A 10-piece molecular cluster, C11H42O10 overall in a non-equilibrium geometry. Source: the Open Molecules 2025 dataset; level of theory: the ωB97M-V functional and the def2-TZVPD basis.

Geometry (Å):
C: -1.158 4.192 1.983
O: -1.052 2.812 2.370
H: -0.603 4.811 2.688
H: -0.712 4.292 0.994
H: -2.211 4.474 1.956
H: -1.570 2.229 1.810
C: -3.702 -3.137 0.142
O: -3.947 -4.547 0.069
H: -3.113 -2.739 -0.685
H: -4.672 -2.651 0.043
H: -3.211 -2.935 1.094
H: -4.396 -4.806 0.877
C: -0.375 -1.004 0.529
O: -0.900 -0.762 1.848
H: -1.184 -1.487 -0.019
H: -0.088 -0.062 0.063
H: 0.545 -1.584 0.604
H: -1.642 -0.164 1.731
C: 1.199 -1.175 -3.658
C: 0.394 0.055 -3.188
O: 0.866 1.270 -3.665
H: 0.963 -2.011 -3.000
H: 2.251 -1.043 -3.405
H: 1.130 -1.417 -4.719
H: 0.354 0.061 -2.099
H: -0.574 -0.112 -3.660
H: 0.151 1.631 -4.194
C: 2.057 2.589 -0.576
C: 3.224 1.641 -0.831
O: 4.178 2.336 -1.551
H: 1.255 2.106 -0.018
H: 1.633 2.958 -1.510
H: 2.333 3.463 0.014
H: 2.892 0.742 -1.349
H: 3.644 1.388 0.142
H: 4.890 1.752 -1.824
C: 4.271 -1.224 0.872
C: 5.006 -2.237 1.635
O: 6.185 -1.627 2.074
H: 4.086 -0.367 1.520
H: 3.299 -1.628 0.587
H: 4.764 -0.966 -0.065
H: 5.039 -3.179 1.088
H: 4.288 -2.442 2.428
H: 6.320 -1.886 2.988
C: -3.317 -0.027 -1.784
C: -3.590 1.416 -2.193
O: -4.196 2.185 -1.155
H: -3.452 -0.682 -2.644
H: -3.988 -0.243 -0.953
H: -2.332 -0.027 -1.317
H: -4.243 1.392 -3.065
H: -2.762 2.061 -2.487
H: -4.618 2.890 -1.652
O: -2.956 1.196 1.021
H: -3.478 1.630 0.345
H: -3.566 0.593 1.445
O: -1.479 -2.455 4.154
H: -1.144 -1.844 3.498
H: -1.175 -3.313 3.859
O: 1.502 -0.589 3.913
H: 0.885 -0.335 3.226
H: 1.805 -1.459 3.653

For the total energy, the calculation gives -32549.9148 eV. The charge is +1. Its HOMO energy (alpha / beta) is -12.478 / -12.341 eV. Its spin multiplicity is 2. The value obtained for the LUMO energy (alpha / beta) is -2.5 / -10.0 eV. The value obtained for the energy relative to the best compared isomer or geometry (same formula, charge and spin) is 0.000 eV. The calculation puts the frontier orbital gap (alpha / beta) at 10.02 / 2.39 eV.

Atomic partial charges in e from the Mulliken method, atoms 1 to 6: -0.473 -0.222 0.267 0.271 0.301 0.376



# 5
C11H44AlO15P as an isolated structure in a non-equilibrium geometry. Source: the Open Molecules 2025 dataset; level of theory: the ωB97M-V functional and the def2-TZVPD basis.

Geometry (Å):
Al: -22.352 17.702 11.643
P: -23.220 14.792 13.111
O: -24.449 15.507 12.557
O: -22.212 14.677 11.954
O: -23.403 13.485 13.790
O: -22.552 15.963 13.890
C: -24.996 12.576 10.280
O: -25.196 13.977 10.136
H: -25.953 12.060 10.372
H: -24.415 12.208 9.434
H: -24.425 12.335 11.188
H: -24.927 14.403 10.955
C: -25.749 18.079 14.642
O: -24.564 17.825 13.920
H: -26.635 17.704 14.118
H: -25.719 17.547 15.604
H: -25.813 19.142 14.847
H: -24.496 16.869 13.820
C: -26.364 17.840 10.542
O: -25.088 17.238 10.658
H: -27.048 17.211 9.965
H: -26.794 18.011 11.533
H: -26.260 18.783 10.011
H: -25.153 16.433 11.187
C: -20.130 12.370 14.758
O: -21.010 13.211 15.494
H: -20.687 11.581 14.244
H: -19.559 12.916 13.999
H: -19.422 11.927 15.454
H: -21.748 13.455 14.924
C: -21.999 14.551 8.238
O: -22.197 15.409 9.356
H: -22.950 14.179 7.848
H: -21.535 15.146 7.450
H: -21.327 13.735 8.509
H: -22.183 14.887 10.166
C: -18.575 15.120 11.110
O: -19.716 15.758 11.685
H: -18.263 14.216 11.633
H: -18.778 14.910 10.057
H: -17.735 15.816 11.157
H: -20.315 15.052 11.945
C: -24.542 10.320 14.656
O: -25.046 11.259 13.728
H: -23.463 10.157 14.536
H: -24.761 10.618 15.686
H: -25.020 9.358 14.468
H: -24.469 12.035 13.746
C: -24.464 14.652 16.780
O: -25.194 13.799 15.907
H: -25.162 15.153 17.449
H: -23.755 14.088 17.395
H: -23.919 15.404 16.190
H: -24.647 13.691 15.111
C: -27.528 13.974 13.401
O: -27.060 15.344 13.366
H: -26.863 13.341 12.805
H: -27.525 13.592 14.420
H: -28.503 13.955 12.922
H: -26.140 15.313 13.088
C: -21.548 11.098 11.247
O: -20.854 12.316 11.431
H: -22.196 11.125 10.358
H: -20.842 10.281 11.104
H: -22.203 10.824 12.085
H: -21.509 12.971 11.707
C: -19.493 16.730 15.463
O: -20.335 17.283 14.489
H: -19.105 15.740 15.180
H: -18.627 17.381 15.589
H: -19.989 16.610 16.433
H: -21.079 16.669 14.372

For the total energy, the calculation gives -58712.3858 eV. Its HOMO energy is -9.843 eV. The value obtained for the LUMO energy is -6.5 eV. The calculation puts the frontier orbital gap at 3.32 eV.

Atomic partial charges in e from the Mulliken method, atoms 1 to 6: 0.609 -0.639 0.969 1.769 -0.291 -0.599



# 6
C11H44MgN22O15P as an isolated structure in a non-equilibrium geometry. Source: the Open Molecules 2025 dataset; level of theory: the ωB97M-V functional and the def2-TZVPD basis.

Geometry (Å):
Mg: -1.775 1.182 -1.155
P: -1.223 -1.174 0.196
O: -1.805 -2.666 0.174
O: -0.250 -0.930 1.343
O: -2.538 -0.246 0.265
O: -0.547 -0.479 -1.061
C: -0.704 0.780 4.813
O: -1.290 1.844 5.110
N: -0.993 -0.427 5.354
N: 0.390 0.829 3.984
H: -0.860 -1.318 4.912
H: -1.771 -0.392 5.954
H: 0.764 -0.113 3.688
H: 0.478 1.480 3.275
C: -3.891 -0.272 -2.666
O: -3.413 0.773 -2.291
N: -4.024 -1.328 -1.906
N: -4.422 -0.290 -3.944
H: -3.639 -1.265 -1.008
H: -4.185 -2.170 -2.395
H: -4.336 -1.241 -4.347
H: -4.236 0.504 -4.557
C: 4.025 -0.621 -3.447
O: 4.018 -0.258 -4.645
N: 3.317 -1.695 -2.902
N: 4.716 0.056 -2.468
H: 2.790 -1.528 -2.021
H: 2.643 -2.058 -3.541
H: 5.234 0.878 -2.531
H: 4.812 -0.443 -1.599
C: -3.247 -1.962 3.607
O: -3.396 -2.124 4.832
N: -3.785 -0.931 2.906
N: -2.458 -2.747 2.854
H: -3.524 -0.731 1.917
H: -4.648 -0.587 3.368
H: -2.543 -2.775 1.823
H: -2.223 -3.672 3.229
C: -1.449 2.781 1.340
O: -1.013 2.474 0.164
N: -1.994 1.905 2.101
N: -1.328 4.027 1.856
H: -2.161 1.981 3.108
H: -2.233 0.923 1.812
H: -0.608 4.569 1.455
H: -1.422 4.120 2.877
C: 0.456 6.628 -1.012
O: 1.401 7.184 -0.458
N: 0.262 5.293 -1.089
N: -0.521 7.428 -1.586
H: -0.640 4.812 -1.165
H: 1.057 4.751 -0.715
H: -0.921 8.148 -0.985
H: -1.357 6.891 -1.898
C: 2.629 2.385 0.615
O: 2.106 3.530 0.601
N: 3.933 2.195 0.608
N: 1.867 1.234 0.519
H: 4.228 1.250 0.741
H: 4.516 2.816 1.270
H: 2.207 0.373 0.858
H: 0.872 1.428 0.534
C: 0.894 -4.418 2.598
O: 1.663 -5.218 3.170
N: 0.063 -4.819 1.542
N: 0.805 -3.153 2.997
H: -0.520 -4.089 1.030
H: 0.253 -5.681 0.987
H: 0.186 -2.511 2.451
H: 1.433 -2.740 3.694
C: -0.853 -3.137 -3.871
O: -0.391 -3.719 -4.834
N: -1.448 -3.787 -2.814
N: -0.945 -1.757 -3.728
H: -1.499 -3.247 -1.933
H: -1.201 -4.750 -2.682
H: -0.436 -1.347 -4.530
H: -0.905 -1.324 -2.795
C: 0.357 1.887 -3.186
O: -0.699 2.089 -2.636
N: 1.198 0.922 -2.850
N: 0.767 2.710 -4.207
H: 0.905 0.351 -2.052
H: 1.910 0.619 -3.481
H: 1.750 2.755 -4.389
H: 0.402 3.629 -4.070
C: 3.467 -2.150 0.892
O: 3.990 -1.080 0.550
N: 2.408 -2.606 0.157
N: 3.788 -2.833 2.067
H: 1.805 -3.336 0.604
H: 1.725 -1.950 -0.267
H: 4.608 -2.689 2.664
H: 3.172 -3.627 2.250

For the total energy, the calculation gives -90373.3520 eV. The charge is -1. Its HOMO energy is -6.572 eV. The value obtained for the LUMO energy is 1.8 eV. The calculation puts the frontier orbital gap at 8.38 eV.

Atomic partial charges in e from the Mulliken method, atoms 1 to 6: 1.696 0.911 -1.588 0.125 -1.845 1.430